(1)
ORCA calculation (ωB97M-V/def2-TZVPD) on a structure of composition C10H15Br18I2NOP.

Computed properties:
HOMO energy, eV: -4.29
LUMO, eV: 1.19
Multiplicity: 1
Charge: -1
Frontier orbital gap, hartree: 0.202

```
48
Properties=species:S:1:pos:R:3:nbo_charge:R:1
C -0.32575 0.25258 -0.66743 -0.657
C -0.70682 -0.56334 -1.88388 -0.345
I 0.18581 0.24710 -3.66096 0.037
C -0.49210 -2.06829 -1.76305 0.024
I 1.73779 -2.37471 -1.23146 -0.238
N -0.83472 -2.87806 -2.77945 -1.114
P -2.30634 -3.25029 -3.34479 1.231
C -3.41045 -3.37025 -1.80708 -1.016
O -3.07668 -1.82967 -3.92735 -1.033
H -0.89545 1.18367 -0.62398 0.207
H 0.73509 0.49765 -0.66112 0.230
H -0.53693 -0.32570 0.23911 0.213
H -1.77030 -0.45410 -2.10589 0.223
H -0.86777 -2.33425 -0.75719 0.162
H -3.06871 -2.77892 -0.95119 0.200
H -3.50216 -4.41446 -1.49571 0.216
H -4.40758 -3.01583 -2.08689 0.200
H -3.60860 -1.36231 -3.26844 0.457
C 1.29946 -6.76343 -2.69484 -0.502
Br -0.18985 -6.27998 -1.59512 0.113
Br 1.77278 -5.37928 -3.92913 0.127
Br 2.82141 -7.30713 -1.62668 0.046
H 1.01153 -7.63178 -3.26912 0.215
C 1.48460 3.80387 0.94035 -0.513
Br 1.85192 2.10102 1.76428 0.094
Br 1.36468 3.65170 -0.96096 0.129
Br -0.07853 4.62110 1.72024 0.073
H 2.31692 4.45100 1.17293 0.222
C -7.73520 -3.67065 -1.02344 -0.506
Br -7.47892 -1.78928 -1.31648 0.090
Br -7.33400 -4.68655 -2.60078 0.104
Br -6.73467 -4.28731 0.49554 0.095
H -8.78171 -3.81823 -0.79928 0.220
C 5.08423 5.73099 -0.07511 -0.503
Br 4.95116 4.00061 0.75348 0.101
Br 5.19037 5.58939 -1.98373 0.109
Br 3.63621 6.87878 0.48473 0.084
H 5.99663 6.19486 0.27229 0.224
C 5.75748 4.08123 4.47768 -0.509
Br 6.63813 3.94438 6.18156 0.083
Br 4.28809 2.85447 4.32936 0.113
Br 5.19136 5.88067 4.11428 0.083
H 6.47948 3.81306 3.71847 0.225
C -0.29716 2.58414 4.73017 -0.511
Br 1.20584 3.06174 5.82948 0.085
Br -0.76148 0.73336 4.91541 0.098
Br -1.80450 3.73849 5.04654 0.076
H 0.00545 2.73790 3.70460 0.236
```



(2)
ORCA calculation (ωB97M-V/def2-TZVPD) on an isolated molecule of C22H16BrCl2N3O2 at a distorted geometry.

Computed properties:
HOMO energy, eV: -9.15
SMILES: [H]/N=C(/N=C(\O)[C@H](NC(=O)c1ccc(Cl)c(Br)c1)c1ccc(Cl)cc1)c1ccccc1
LUMO, eV: -0.22
Multiplicity: 1
Charge: 0
Frontier orbital gap, hartree: 0.328
Relative energy (zero: lowest compared OMol25 entry of this formula, charge and spin), kJ/mol: 0.0

```
46
Properties=species:S:1:pos:R:3:nbo_charge:R:1
H 0.79990 4.47431 -1.54461 0.354
N 0.76082 3.53877 -1.22635 -0.740
C -0.44525 3.04295 -1.06519 0.448
N -0.59918 1.74203 -0.62183 -0.595
C 0.38136 0.88797 -0.41660 0.660
O 1.65452 1.13592 -0.77987 -0.676
C 0.02364 -0.50246 0.08599 -0.143
N 1.01868 -1.23068 0.88412 -0.594
C 0.93018 -1.59015 2.20318 0.658
O -0.10733 -1.30698 2.81334 -0.620
C 2.00273 -2.31488 2.85643 -0.173
C 1.73899 -3.02006 4.03005 -0.084
C 2.70690 -3.68545 4.78223 -0.244
C 4.00736 -3.68019 4.30650 -0.044
Cl 5.24820 -4.49230 5.25195 0.019
C 4.33131 -3.04368 3.10541 -0.089
Br 6.15519 -3.11526 2.46353 0.079
C 3.31340 -2.39428 2.36389 -0.192
C -0.47633 -1.45163 -1.01324 -0.032
C 0.07576 -1.43975 -2.30483 -0.151
C -0.34196 -2.32939 -3.28860 -0.246
C -1.27934 -3.29968 -2.95034 -0.051
Cl -1.79749 -4.42282 -4.13281 0.020
C -1.82890 -3.36113 -1.66223 -0.213
C -1.42055 -2.42771 -0.72571 -0.196
C -1.65473 3.85255 -1.37446 -0.117
C -1.52043 5.24981 -1.60147 -0.188
C -2.66881 6.04256 -1.81865 -0.205
C -3.97572 5.46872 -1.71722 -0.195
C -4.07273 4.10535 -1.41641 -0.215
C -2.94630 3.27740 -1.26436 -0.161
H 1.67278 2.09169 -1.04000 0.525
H -0.84631 -0.33213 0.72732 0.280
H 1.86564 -1.53891 0.42031 0.395
H 0.71031 -3.04597 4.43793 0.241
H 2.49875 -4.22903 5.69937 0.242
H 3.64019 -1.95326 1.42784 0.228
H 0.83684 -0.70017 -2.60137 0.218
H 0.08201 -2.26815 -4.29099 0.232
H -2.56102 -4.12567 -1.40062 0.232
H -1.82767 -2.47734 0.26552 0.226
H -0.54031 5.73560 -1.59466 0.207
H -2.55634 7.11869 -2.04566 0.218
H -4.85714 6.08896 -1.83736 0.220
H -5.08015 3.70546 -1.38830 0.216
H -3.05140 2.22035 -1.00117 0.245
```



(3)
ORCA calculation (ωB97M-V/def2-TZVPD) on the ion C5H12N4 with charge +2 at a distorted geometry.

Computed properties:
HOMO energy (alpha / beta), eV: -15.89 / -15.89
SMILES: C=C(N)N/C=[NH+]\C(C)=[NH2+]
LUMO (alpha / beta), eV: -9.53 / -9.53
Multiplicity: 1
Charge: +2
Frontier orbital gap (alpha / beta), hartree: 0.234 / 0.234
Relative energy (zero: lowest compared OMol25 entry of this formula, charge and spin), kJ/mol: 100.2

```
21
Properties=species:S:1:pos:R:3:nbo_charge:R:1
C -0.47799 1.92985 0.11649 -0.493
C -1.33325 1.24292 -0.66827 0.321
N -2.63164 1.48642 -0.70989 -0.803
N -0.94166 0.11907 -1.52160 -0.457
C 0.06549 -0.78337 -1.59924 0.431
N 1.02157 -1.14080 -0.71546 -0.585
C 1.27202 -1.00458 0.66924 0.634
C 0.30738 -0.91145 1.77434 -0.732
N 2.56619 -1.06215 0.93912 -0.658
H 0.57769 1.92349 0.23677 0.222
H -0.85398 2.65619 0.68661 0.233
H -3.13229 2.21226 -0.19163 0.447
H -3.23942 1.25138 -1.44570 0.411
H -1.51064 0.24397 -2.34034 0.451
H 0.11193 -1.43418 -2.46832 0.271
H 1.80587 -1.79318 -0.99791 0.465
H 0.60840 -0.44638 2.73645 0.310
H -0.58132 -0.32516 1.47566 0.295
H -0.00485 -1.96793 1.86108 0.308
H 3.01794 -1.02016 1.89095 0.478
H 3.35256 -1.17621 0.27165 0.450
```



(4)
ORCA calculation (ωB97M-V/def2-TZVPD) on a structure of composition C37H39Br2N4OS2SeSiY.

Computed properties:
HOMO energy, eV: -7.62
LUMO, eV: -1.24
Multiplicity: 1
Charge: 0
Frontier orbital gap, hartree: 0.234
Relative energy (zero: lowest compared OMol25 entry of this formula, charge and spin), kJ/mol: 0.0

```
88
Properties=species:S:1:pos:R:3:nbo_charge:R:1
Y 0.21619 -0.14658 -0.27962 1.781
C -0.28170 -2.45194 -3.11667 -0.643
C -1.44452 -1.51079 -3.01142 0.269
C -2.42255 -1.42929 -4.02649 -0.257
C -3.43942 -0.52896 -3.91599 -0.121
C -3.53318 0.30436 -2.77720 -0.050
C -4.53304 1.28675 -2.57210 -0.109
Br -5.87979 1.57339 -3.87078 0.054
C -4.53925 2.03687 -1.43631 -0.225
C -3.55474 1.83818 -0.45037 -0.177
Br -3.62154 2.89787 1.10719 0.074
C -2.55799 0.89565 -0.57252 0.381
O -1.63431 0.69659 0.33899 -0.875
C -2.55444 0.11713 -1.78438 0.102
N -1.52186 -0.76325 -1.93592 -0.519
H -0.18020 -2.85045 -4.12426 0.227
H -0.40989 -3.27835 -2.41425 0.255
H 0.65573 -1.94742 -2.86441 0.227
H -2.33783 -2.06716 -4.89548 0.222
H -4.18033 -0.43815 -4.69887 0.232
H -5.30018 2.78756 -1.27829 0.242
S 2.71847 -1.66687 0.11737 -0.163
C 2.34733 -2.15979 1.68535 0.155
N 2.83285 -3.26276 2.22609 -0.381
C 2.59120 -3.56491 3.64352 -0.230
C 1.16649 -3.21051 3.95215 -0.239
N 0.98719 -1.78609 3.68890 -0.371
C 0.14758 -1.06624 4.65732 -0.273
C 0.85910 -0.92160 5.97699 0.033
C 0.34271 -1.50386 7.12617 -0.228
C 1.00727 -1.37289 8.33996 -0.206
C 2.19566 -0.66396 8.40549 -0.211
C 2.71762 -0.07870 7.25700 -0.190
C 2.05236 -0.20530 6.04891 -0.243
C 1.50338 -1.24027 2.61073 0.149
S 1.41613 0.41338 2.27735 -0.153
C 3.61133 -4.22963 1.42446 -0.267
C 3.24827 -5.65369 1.74570 0.029
C 4.15902 -6.51356 2.34357 -0.240
C 3.79793 -7.82287 2.63780 -0.204
C 2.52023 -8.27138 2.34200 -0.209
C 1.60418 -7.41274 1.74469 -0.188
C 1.96654 -6.11016 1.44228 -0.246
H 3.28722 -2.99748 4.26744 0.215
H 2.76356 -4.62500 3.80199 0.245
H 0.92645 -3.39646 4.99663 0.237
H 0.48122 -3.76946 3.30661 0.248
H -0.77259 -1.64318 4.77169 0.232
H -0.10514 -0.10282 4.22235 0.262
H -0.58923 -2.05567 7.07452 0.217
H 0.59420 -1.82629 9.23143 0.218
H 2.71419 -0.56081 9.34953 0.218
H 3.64000 0.48505 7.30697 0.217
H 2.44978 0.26268 5.15505 0.225
H 4.67786 -4.03889 1.56485 0.217
H 3.37810 -4.00968 0.38474 0.258
H 5.15664 -6.16040 2.57831 0.214
H 4.51470 -8.48936 3.09911 0.219
H 2.23795 -9.29026 2.57221 0.219
H 0.60782 -7.76269 1.50762 0.219
H 1.25326 -5.43309 0.98197 0.240
Se -0.48729 -2.78867 0.75172 -0.333
C -1.90972 -2.75385 2.01575 -0.130
C -2.38846 -3.95090 2.54711 -0.306
C -3.34586 -3.91730 3.54766 0.031
N -3.85543 -2.79603 4.05719 -0.438
C -3.40196 -1.65602 3.53499 0.032
C -2.44601 -1.57549 2.53307 -0.314
H -2.01515 -4.90084 2.18465 0.219
H -3.72201 -4.84552 3.96582 0.189
H -3.82601 -0.74357 3.94195 0.194
H -2.13674 -0.60831 2.15757 0.254
C 2.54403 3.42768 -3.49150 -1.112
Si 2.37450 2.05569 -2.21965 1.656
C 3.30448 2.57040 -0.67285 -1.112
C 3.24392 0.56258 -2.97463 -1.102
C 0.64653 1.60768 -1.80468 -1.619
H 3.58586 3.64484 -3.73990 0.226
H 2.08653 4.34997 -3.12450 0.231
H 2.02832 3.14893 -4.41397 0.229
H 4.35873 2.76816 -0.88069 0.231
H 3.26062 1.79286 0.09605 0.233
H 2.87070 3.48111 -0.25113 0.232
H 4.30190 0.75939 -3.16388 0.233
H 2.78120 0.30417 -3.93198 0.227
H 3.19223 -0.32158 -2.33269 0.215
H 0.11397 1.40192 -2.74525 0.247
H 0.14140 2.47305 -1.34821 0.253
```



charge of number 4 (C37H39Br2N4OS2SeSiY)? 0



Look up the multiplicity of the third one. 1